{
  "formula": "C5H7NO",
  "method": "ωB97M-V/def2-TZVPD",
  "symbols": ["O", "N", "C", "C", "C", "C", "C", "H", "H", "H", "H", "H", "H", "H"],
  "coordinates": [[0.2691, 1.0558, -1.0888], [-1.3358, -0.6088, -0.6834], [-0.7049, 0.5921, -0.3458], [-0.0671, -1.4167, -0.5836], [-0.3797, 1.3415, 0.9298], [0.9196, -0.6517, 0.2984], [0.9609, 0.8124, 0.3548], [-0.3307, -2.3503, -0.0811], [0.3318, -1.6735, -1.5794], [-0.5722, 2.4223, 0.8743], [1.3862, -1.2040, 1.1093], [-1.7125, -0.5862, -1.6320], [-0.6570, 0.8965, 1.8824], [1.8924, 1.3707, 0.5450]],
  "forces_ev_per_a": [[0.6, 0.0, 0.0], [0.2, 0.1, 0.1], [-1.3, 0.5, -0.2], [0.0, -0.4, 0.0], [0.0, -0.3, 0.1], [0.3, -0.4, 0.2], [0.3, 0.4, 0.0], [0.0, 0.1, 0.0], [-0.1, 0.1, 0.2], [0.0, -0.2, 0.0], [0.1, 0.0, -0.1], [0.1, 0.0, 0.1], [0.0, 0.1, -0.1], [-0.1, -0.1, -0.1]],
  "lowdin_charge": [0.06, 0.05, -0.39, -0.19, -0.02, -0.09, -0.20, 0.11, 0.11, 0.11, 0.08, 0.12, 0.12, 0.13],
  "total_charge": 0,
  "e_homo_ev": [-7.08, -6.34],
  "orbital_gap_ev": [7.722, 6.438],
  "molar_mass_g_mol": 97.1
}

{
  "formula": "C5H7NO",
  "method": "ωB97M-V/def2-TZVPD",
  "symbols": ["O", "N", "C", "C", "C", "C", "C", "H", "H", "H", "H", "H", "H", "H"],
  "coordinates": [[1.3250, 0.2615, -0.5711], [1.8404, -1.6581, 0.6284], [-0.4382, -0.6636, 0.6693], [-1.4240, -0.4454, -0.5382], [0.4225, 1.3363, -0.3272], [1.0102, -0.7769, 0.2610], [-0.8632, 0.7226, 0.1699], [-2.5157, -0.5318, -0.4347], [-0.6664, -1.3127, 1.5183], [-1.5617, 1.4129, 0.6409], [0.8054, 1.9562, 0.4915], [2.7731, -1.4576, 0.2529], [-1.0706, -0.7645, -1.5135], [0.3633, 1.9212, -1.2475]],
  "forces_ev_per_a": [[0.1, 0.0, 0.1], [-0.4, 0.3, -0.2], [-0.5, -0.3, -0.8], [0.4, -0.4, 0.1], [-0.1, 0.3, 0.1], [-0.2, -0.3, -0.1], [0.2, 0.1, 0.2], [0.7, -0.5, 0.4], [-0.4, 0.8, -0.1], [0.2, -0.4, 0.3], [0.2, 0.1, -0.2], [-0.3, 0.0, 0.1], [0.1, 0.3, 0.0], [-0.2, -0.1, 0.1]],
  "lowdin_charge": [-0.02, 0.15, -0.10, -0.05, -0.15, -0.44, -0.23, 0.11, 0.14, 0.14, 0.13, 0.06, 0.11, 0.13],
  "total_charge": 0,
  "e_homo_ev": -9.76,
  "orbital_gap_ev": 10.731,
  "molar_mass_g_mol": 97.1
}

{
  "formula": "C5H7NO",
  "method": "ωB97M-V/def2-TZVPD",
  "symbols": ["O", "N", "C", "C", "C", "C", "C", "H", "H", "H", "H", "H", "H", "H"],
  "coordinates": [[-1.6978, 1.1194, 1.4983], [0.0501, -0.7741, -0.8638], [-0.9394, 0.6458, 0.6898], [0.9404, 0.4221, -0.7550], [-1.2353, -0.0545, -0.6342], [0.5668, 0.4574, 0.7481], [0.5498, -1.0780, 0.5406], [-2.1461, -0.6527, -0.6806], [1.1158, 1.0011, 1.5152], [1.5702, -1.4784, 0.5213], [1.9702, 0.1190, -0.9526], [-0.0844, -1.7235, 1.1548], [-1.2938, 0.7405, -1.3888], [0.6337, 1.2558, -1.3931]],
  "forces_ev_per_a": [[0.4, -0.1, -0.4], [0.0, 0.0, -0.1], [-0.1, 0.2, 0.2], [0.2, 0.3, -0.2], [-0.2, 0.0, 0.0], [0.1, 0.2, 0.2], [-0.1, -0.3, 0.2], [0.2, -0.1, 0.2], [-0.1, -0.2, 0.0], [-0.3, 0.0, -0.2], [0.0, 0.2, 0.1], [-0.1, 0.2, -0.1], [-0.3, -0.3, 0.0], [0.3, 0.0, 0.1]],
  "lowdin_charge": [0.10, -0.08, -0.37, -0.14, -0.11, -0.15, -0.11, 0.13, 0.14, 0.12, 0.12, 0.12, 0.12, 0.12],
  "total_charge": 0,
  "e_homo_ev": -8.97,
  "orbital_gap_ev": 9.900,
  "molar_mass_g_mol": 97.1
}